1.
76
Properties=species:S:1:pos:R:3 method="wB97M-V/def2-TZVPD" multiplicity=6 relative_energy_kj_mol=0.0 lumo_ev="1.920 / 1.860" largest_force_ev_per_a=0.7 s2=8.8505 charge=-1 orbital_gap_ev="4.90 / 6.64"
Cr -0.205 -1.857 0.856
C -3.569 -1.750 -1.908
C -2.370 -1.486 -1.281
N -1.918 -2.199 -0.233
C -2.719 -3.216 0.221
C -3.962 -3.537 -0.359
C -4.383 -2.786 -1.450
C -4.725 -4.614 0.218
C -4.280 -5.291 1.297
C -3.017 -4.968 1.908
C -2.512 -5.597 3.040
C -1.290 -5.189 3.557
C -0.584 -4.176 2.924
N -1.025 -3.566 1.824
C -2.244 -3.938 1.334
H -3.863 -1.145 -2.755
H -1.725 -0.684 -1.607
H -5.330 -3.007 -1.926
H -5.677 -4.866 -0.232
H -4.870 -6.092 1.725
H -3.080 -6.391 3.511
H -0.877 -5.646 4.445
H 0.375 -3.838 3.295
S 1.866 -0.345 4.570
C 1.127 -0.926 3.214
S 1.854 -2.013 2.071
S -0.460 -0.407 2.691
C 4.981 6.646 -0.544
C 4.183 5.382 -0.366
C 4.441 4.507 0.679
C 3.709 3.336 0.849
C 4.058 2.423 2.005
C 2.670 3.037 -0.044
Te 1.561 1.190 0.362
N 0.533 -0.616 -0.523
C 0.828 -0.686 -1.809
O 1.240 0.233 -2.544
C 0.569 -2.032 -2.467
C 0.835 -3.244 -1.842
C 0.536 -4.447 -2.464
C -0.041 -4.450 -3.728
C -0.287 -3.243 -4.371
C 0.028 -2.045 -3.749
C -0.302 2.198 0.365
C -1.171 2.033 -0.705
C -2.438 2.596 -0.679
C -2.833 3.337 0.425
C -1.958 3.510 1.486
C -0.684 2.945 1.481
C 0.213 3.113 2.675
C 2.428 3.882 -1.131
C 1.386 3.576 -2.174
C 3.179 5.045 -1.265
H 5.677 6.790 0.283
H 4.328 7.519 -0.594
H 5.559 6.617 -1.470
H 5.235 4.737 1.383
H 4.918 2.809 2.551
H 4.302 1.414 1.665
H 3.228 2.316 2.706
H 1.321 -3.252 -0.870
H 0.758 -5.381 -1.964
H -0.284 -5.387 -4.213
H -0.723 -3.239 -5.363
H -0.135 -1.093 -4.238
H -0.834 1.475 -1.568
H -3.112 2.456 -1.515
H -3.823 3.774 0.464
H -2.272 4.079 2.354
H -0.290 3.685 3.455
H 1.132 3.634 2.404
H 0.481 2.135 3.085
H 1.314 2.502 -2.358
H 1.637 4.079 -3.109
H 0.404 3.932 -1.854
H 2.978 5.700 -2.108


2.
15
Properties=species:S:1:pos:R:3 method="wB97M-V/def2-TZVPD" relative_energy_kj_mol=702.1 lumo_ev=0.876 largest_force_ev_per_a=1.5 orbital_gap_ev=7.37
C 0.325 0.462 1.473
C 0.216 0.214 -1.027
C 0.014 1.226 -1.886
O 0.801 -0.913 1.698
H 1.380 -1.090 2.450
H -0.313 0.762 2.316
H 1.180 1.141 1.436
H 1.153 -0.288 -0.848
H -0.964 1.665 -2.046
H 0.860 1.728 -2.332
N -0.970 -0.572 -0.593
O -0.654 -1.892 -0.210
H -0.082 -1.753 0.618
H -1.650 -0.659 -1.361
H -1.296 -0.031 0.311


3.
20
Properties=species:S:1:pos:R:3 method="wB97M-V/def2-TZVPD" relative_energy_kj_mol=4.5 lumo_ev=-3.629 largest_force_ev_per_a=2.8 charge=+1 orbital_gap_ev=10.12
N 0.115 2.763 0.859
Si -0.914 1.735 -0.574
C -0.777 0.052 0.073
Si -2.004 -1.243 -0.660
Si 1.068 -0.692 0.607
Si 1.966 -2.555 -0.524
H 0.501 3.686 0.506
H -0.543 3.094 1.595
H 0.858 2.210 1.257
H -0.092 2.193 -1.658
H -2.289 2.200 -0.525
H -1.166 0.265 1.110
H -3.127 -0.395 -0.841
H -1.333 -1.769 -1.883
H -2.356 -2.182 0.446
H 1.109 -0.542 2.096
H 1.898 0.479 0.097
H 1.253 -3.805 -0.236
H 3.243 -2.616 0.186
H 2.589 -2.880 -1.931


Number 1: electronic energy -4137.12587 Ha. Number 2: electronic energy -324.70520 Ha. Number 3: electronic energy -1258.89623 Ha.